Computed, not measured: a cluster of 2 separate species, C4H8N2 in total at a distorted geometry, with wB97M-V/def2-TZVPD.

Geometry as XYZ:
```
14
Properties=species:S:1:pos:R:3
C -0.73 1.10 -0.78
C 0.13 -0.06 -0.45
C 1.55 0.10 -0.03
N -0.35 -1.26 -0.56
C -1.22 -0.12 1.97
N -1.04 -0.85 2.87
H -1.38 1.13 0.12
H -1.32 0.94 -1.68
H -0.16 2.03 -0.84
H 2.19 -0.19 -0.88
H 1.77 -0.54 0.83
H 1.77 1.13 0.23
H 0.14 -2.04 -0.15
H -1.36 -1.37 -0.66
```

Results
* HOMO level: -8.45 eV
* total charge: 0
* E_LUMO: -0.02047 Eh



Computed, not measured: a cluster of 2 separate species, C4H8N2 in total at a distorted geometry, with wB97M-V/def2-TZVPD.

Geometry as XYZ:
```
14
Properties=species:S:1:pos:R:3
C 2.02 -0.11 0.08
N 0.57 -0.14 0.20
C -0.10 -0.78 -0.67
C -1.59 -0.86 -0.63
C -1.45 2.96 1.65
N -0.83 2.00 1.41
H 2.39 -0.63 -0.81
H 2.46 -0.57 0.97
H 2.35 0.94 0.06
H -0.29 1.17 1.11
H 0.41 -1.30 -1.49
H -2.02 -0.38 -1.51
H -1.91 -1.91 -0.65
H -1.99 -0.39 0.27
```

Results
* HOMO level: -10.51 eV
* total charge: 0
* E_LUMO: 0.03297 Eh



Computed, not measured: a cluster of 2 separate species, C4H8N2 in total at a distorted geometry, with wB97M-V/def2-TZVPD.

Geometry as XYZ:
```
14
Properties=species:S:1:pos:R:3
C -0.86 0.09 0.07
C -2.03 -0.04 0.05
C 2.30 -1.09 0.39
C 2.53 1.01 -0.90
N 2.36 -0.03 -0.24
N -3.36 0.10 0.46
H 3.08 -1.85 0.17
H 1.40 -1.33 0.92
H 3.09 1.85 -0.53
H 2.20 1.17 -1.94
H 0.23 0.05 -0.21
H -3.30 0.63 1.32
H -3.59 -0.96 0.65
H -4.04 0.41 -0.24
```

Results
* HOMO level: -19.83 eV
* total charge: +2
* E_LUMO: -0.30779 Eh



Computed, not measured: the molecule C4H8N2O at a distorted geometry, with wB97M-V/def2-TZVPD.

Geometry as XYZ:
```
15
Properties=species:S:1:pos:R:3
C 0.52 1.18 1.29
C -0.83 -1.63 -0.45
C -0.70 -0.15 -0.26
C -1.61 0.73 -0.62
O 2.78 0.25 0.24
N 1.55 -0.22 -0.29
N 0.54 0.31 0.31
H 3.36 0.26 -0.51
H -0.42 1.52 1.68
H 1.44 1.57 1.66
H -1.75 -2.01 0.04
H 0.04 -2.15 -0.04
H -0.90 -1.86 -1.51
H -2.54 0.41 -1.06
H -1.47 1.79 -0.49
```

Results
* HOMO level (alpha / beta): -7.44 / -7.44 eV
* total charge: 0
* E_LUMO (alpha / beta): 0.03495 / 0.03494 Eh



Computed, not measured: the molecule C4H8N2O at a distorted geometry, with wB97M-V/def2-TZVPD.

Geometry as XYZ:
```
15
Properties=species:S:1:pos:R:3
N -2.05 -0.64 0.09
C -0.66 -0.43 0.32
C 0.40 -0.75 -0.74
C 1.35 0.43 -0.85
C 1.07 1.40 0.04
N -0.17 1.26 0.72
O -0.03 1.35 2.07
H -2.22 -0.64 -0.89
H -2.63 0.03 0.59
H -0.23 -0.71 1.34
H 0.06 -0.89 -1.68
H 0.77 -1.70 -0.50
H 2.05 0.27 -1.57
H 1.57 2.23 0.24
H 0.64 0.82 2.55
```

Results
* HOMO level: -8.09 eV
* SMILES: N[C@H]1CC=CN1O
* total charge: 0
* E_LUMO: 0.03652 Eh



Computed, not measured: a cluster of 2 separate species, C4H8N2O in total, with wB97M-V/def2-TZVPD.

Geometry as XYZ:
```
15
Properties=species:S:1:pos:R:3
O 0.71 1.73 -0.31
C 0.12 0.82 0.21
C -1.19 0.06 -0.05
N -0.80 -0.95 0.98
C -0.69 -0.22 2.22
C 0.45 -0.18 1.27
H -2.15 0.56 0.14
H -1.17 -0.38 -1.05
H -1.29 0.68 2.37
H -0.58 -0.85 3.10
H 1.41 -0.65 1.48
N 1.05 -0.25 -2.49
H 1.03 0.76 -2.64
H 1.27 -0.70 -3.37
H 1.83 -0.42 -1.87
```

Results
* HOMO level: -9.55 eV
* SMILES: O=C1CN2C[C@H]12.N
* total charge: 0
* E_LUMO: 0.03697 Eh



Computed, not measured: the molecule C4H8N2O, with wB97M-V/def2-TZVPD.

Geometry as XYZ:
```
15
Properties=species:S:1:pos:R:3
C 0.21 1.30 0.70
C 0.11 -0.14 0.23
C 0.41 -0.33 -1.24
N -0.55 0.18 -2.07
O 1.40 -0.89 -1.67
C 0.42 -1.22 1.20
N -0.94 -1.04 0.70
H -0.55 1.53 1.45
H 1.19 1.50 1.13
H 0.08 2.00 -0.14
H -1.24 0.84 -1.77
H -0.55 -0.10 -3.03
H 0.92 -2.13 0.89
H 0.64 -0.89 2.22
H -1.54 -0.59 1.40
```

Results
* HOMO level: -9.55 eV
* SMILES: C[C@@]1(C(N)=O)CN1
* total charge: 0
* E_LUMO: 0.03238 Eh



Computed, not measured: a cluster of 2 separate species, C4H8N2O in total at a distorted geometry, with wB97M-V/def2-TZVPD.

Geometry as XYZ:
```
15
Properties=species:S:1:pos:R:3
C 0.94 -1.55 0.00
C 0.99 -0.25 -0.18
N 1.60 0.77 -0.52
C 1.62 2.04 0.13
H 0.81 -2.15 0.88
H 1.11 -2.16 -0.88
H 0.82 2.16 0.86
H 1.58 2.82 -0.64
H 2.59 2.20 0.61
N -1.84 -0.64 0.66
C -2.03 -0.62 -0.69
O -1.54 -0.36 -1.78
H -0.93 -0.87 1.05
H -2.60 -0.52 1.30
H -3.12 -0.85 -0.82
```

Results
* HOMO level: -7.83 eV
* SMILES: C=C=NC.NC=O
* total charge: 0
* E_LUMO: 0.00726 Eh



Energy relative to the best compared isomer or geometry (same formula, charge and spin) values, unit kcal/mol, following the record order: 53.4, 34.9, 47.3, 122.0, 115.8, 71.1, 36.9, 110.3.